[1]
{"formula": "C16H24N3ORhS2", "method": "ωB97M-V with the def2-TZVPD basis set", "elements": ["Rh", "S", "C", "C", "C", "C", "C", "C", "C", "C", "C", "N", "H", "H", "H", "H", "H", "H", "C", "C", "O", "H", "H", "H", "H", "H", "H", "C", "N", "C", "C", "S", "N", "C", "C", "H", "H", "H", "H", "H", "H", "H", "H", "H", "H", "H", "H"], "coordinates": [[0.592, -0.044, -0.076], [4.089, 2.380, 0.931], [2.745, 3.410, 1.166], [1.555, 2.786, 0.944], [1.763, 1.438, 0.585], [3.070, 1.075, 0.517], [3.460, -0.255, 0.129], [4.754, -0.746, 0.056], [4.960, -2.039, -0.387], [3.870, -2.834, -0.732], [2.607, -2.305, -0.600], [2.415, -1.048, -0.182], [2.903, 4.431, 1.478], [0.594, 3.267, 1.063], [5.583, -0.112, 0.342], [5.966, -2.431, -0.467], [3.996, -3.846, -1.088], [1.721, -2.892, -0.811], [-0.098, -2.130, 3.881], [0.511, -2.037, 2.505], [-0.376, -1.308, 1.579], [0.578, -2.672, 4.543], [-1.045, -2.672, 3.855], [-0.258, -1.137, 4.309], [0.658, -3.025, 2.074], [1.469, -1.522, 2.538], [-1.064, -0.894, 2.116], [1.087, -1.479, -4.302], [-0.285, -1.617, -3.785], [-0.899, -2.924, -4.067], [-0.826, -0.709, -2.973], [0.253, 0.512, -2.262], [-2.138, -0.610, -2.783], [-3.130, -1.085, -3.768], [-2.724, 0.213, -1.717], [1.186, -2.131, -5.165], [1.826, -1.772, -3.556], [1.286, -0.461, -4.617], [-0.146, -3.692, -3.888], [-1.223, -3.003, -5.103], [-1.734, -3.117, -3.405], [-2.664, -1.268, -4.728], [-3.874, -0.301, -3.894], [-3.638, -1.984, -3.423], [-2.207, 0.072, -0.776], [-3.755, -0.102, -1.579], [-2.709, 1.269, -1.981]], "atomic_forces_ev_per_a": [[0.25, -1.34, 0.01], [0.10, 0.23, 0.16], [0.25, -0.08, 0.08], [-0.58, -0.02, 0.03], [-0.71, -0.35, -1.15], [0.62, -0.07, 0.20], [0.06, 0.11, -0.04], [0.15, -0.19, -0.05], [0.05, 0.08, 0.01], [0.00, 0.01, 0.03], [-0.19, -0.12, 0.02], [-1.15, 0.68, -0.06], [-0.01, -0.02, -0.01], [0.06, 0.02, -0.07], [-0.01, -0.01, -0.04], [-0.02, 0.01, 0.01], [-0.01, 0.01, 0.04], [-0.02, 0.05, -0.04], [-0.10, 0.01, -0.04], [-0.05, -0.15, 0.16], [0.68, 0.32, 0.19], [-0.02, 0.03, -0.01], [0.02, 0.02, 0.02], [0.02, -0.04, 0.01], [-0.04, -0.01, -0.09], [0.00, 0.10, -0.06], [-0.04, 0.00, 0.00], [0.01, 0.00, 0.00], [0.02, -0.07, 0.16], [0.01, -0.03, -0.01], [0.05, -0.31, 0.13], [0.56, 1.02, 0.40], [-0.04, -0.06, -0.11], [-0.03, 0.07, 0.02], [-0.05, 0.03, -0.09], [-0.07, -0.02, -0.01], [-0.01, -0.02, 0.04], [-0.02, 0.05, 0.01], [0.06, 0.04, 0.00], [-0.01, 0.04, -0.01], [-0.04, 0.04, 0.06], [0.07, 0.02, -0.04], [0.04, 0.04, 0.01], [0.02, -0.01, 0.03], [0.09, -0.07, 0.12], [0.00, -0.05, -0.01], [0.02, 0.02, -0.04]], "nbo_charge": [0.875, 0.562, -0.346, -0.312, -0.009, -0.362, 0.206, -0.209, -0.094, -0.246, 0.050, -0.389, 0.274, 0.253, 0.255, 0.256, 0.258, 0.219, -0.658, -0.063, -0.781, 0.259, 0.231, 0.222, 0.194, 0.181, 0.511, -0.414, -0.376, -0.419, 0.393, -0.075, -0.367, -0.420, -0.402, 0.237, 0.210, 0.241, 0.229, 0.234, 0.223, 0.229, 0.240, 0.228, 0.191, 0.240, 0.238], "gap_ev": 6.18, "charge": 2, "e_homo_ev": -14.4}

---

[2]
{"formula": "C4H14O3", "method": "ωB97M-V with the def2-TZVPD basis set", "elements": ["C", "C", "C", "C", "H", "H", "H", "H", "H", "H", "H", "H", "H", "H", "O", "H", "H", "O", "H", "H", "O"], "coordinates": [[-0.476, 2.284, 1.430], [0.613, 1.847, 0.419], [0.980, 0.498, 0.804], [2.146, 0.150, 1.511], [-1.190, 1.504, 1.674], [-1.095, 3.072, 1.020], [-0.060, 2.612, 2.380], [0.192, 1.931, -0.584], [1.451, 2.547, 0.462], [0.108, -0.169, 0.855], [2.205, -0.765, 2.071], [2.949, 0.854, 1.643], [1.599, 0.121, -3.194], [0.759, 0.261, -1.918], [0.728, -0.074, -2.826], [-1.895, -1.419, -0.198], [-2.719, -0.099, -0.382], [-2.227, -0.628, 0.249], [-0.071, -3.121, -0.560], [-1.040, -3.976, -1.289], [-1.027, -3.261, -0.630]], "atomic_forces_ev_per_a": [[-0.83, -0.11, 0.77], [1.12, 0.65, -0.27], [-1.33, 0.23, 0.98], [-0.13, 0.25, 0.10], [0.00, -0.41, -0.14], [0.23, 0.33, -0.29], [0.27, 0.06, -0.15], [-0.30, -0.31, -0.10], [0.02, -0.16, -0.06], [0.41, -0.30, -0.48], [0.02, -0.43, -0.07], [0.27, 0.22, -0.19], [-0.10, -0.02, -0.06], [-0.01, -0.11, -0.50], [0.13, 0.10, 0.51], [-0.36, -0.16, -0.25], [-0.07, -0.24, -0.21], [0.65, 0.29, 0.39], [-0.22, 0.09, 0.16], [-0.49, 0.29, 0.23], [0.73, -0.25, -0.38]], "nbo_charge": [-0.587, -0.520, 0.123, -0.030, 0.251, 0.263, 0.234, 0.296, 0.245, 0.263, 0.227, 0.217, 0.480, 0.439, -0.913, 0.505, 0.483, -0.985, 0.465, 0.493, -0.950], "s_squared": 0.7526, "gap_ev": [9.37, 5.66], "spin_multiplicity": 2, "charge": 1, "e_homo_ev": [-14.7, -14.7]}

---

Largest force on an atom values (in eV/A) by entry order: 1.4, 1.7.
Relative energy (zero: lowest compared OMol25 entry of this formula, charge and spin) values (in eV) by entry order: 1.0080, 1.1493.